[1]
This record from the Open Molecules 2025 dataset describes an isolated ion of composition C7H10N3O3 and charge +1 at a distorted geometry. The level of theory is ωB97M-V with the def2-TZVPD basis set.

CARTESIAN COORDINATES (ANGSTROEM)
C -1.9661 1.9876 0.0733
C -2.4966 0.8001 0.4642
C 0.2893 1.2779 -0.3631
C 1.7894 1.3527 -0.0612
C 0.6492 -1.5286 -0.2407
C -0.5504 -0.6488 -0.4579
C 1.0206 -1.9499 1.2135
N -0.5871 2.1263 -0.1092
N 2.6318 1.4596 -1.0662
N -1.6731 -0.4249 0.5629
O 1.9214 1.0992 1.1052
O 1.3269 -1.7676 -1.2182
O -1.1510 -0.8064 -1.6334
H -2.6471 2.8334 0.0079
H -3.4634 0.7986 0.9008
H 0.2038 -2.3508 1.7331
H 1.4410 -1.1087 1.7320
H 1.6937 -2.8891 0.9448
H 2.4702 1.7816 -2.0563
H 3.5243 0.9375 -0.9826
H -1.5138 -0.5687 1.6056
H -2.3186 -1.1845 0.1534
H -0.5943 -1.2265 -2.3081

Cartesian forces (eV/Å) of the 6 atoms listed first:
0.0352 -2.5237 0.5043
1.6202 2.5182 -0.7384
-2.4748 -1.2479 0.3452
-2.9415 -0.4659 -0.6487
0.3058 0.0629 1.8206
2.1514 3.5334 0.2648

The total charge is +1. Its lowest unoccupied orbital energy is -4.212 eV. The calculation puts the energy above the lowest of the compared OMol25 structures with the same formula, charge and spin at 59.0 kcal per mole. The value obtained for the molar mass is 184.2 u. The spin multiplicity is 1. The HOMO energy is -12.599 eV.


[2]
This record from the Open Molecules 2025 dataset describes the molecule C4H6Cl2FN at a distorted geometry. The level of theory is ωB97M-V with the def2-TZVPD basis set.

CARTESIAN COORDINATES (ANGSTROEM)
C 0.8659 0.7131 0.4248
C 1.3954 -0.0528 -0.8425
C -1.4183 -1.2970 -0.6088
C -0.6498 0.7398 0.4612
N -1.2563 -0.5405 0.4609
F -2.1055 -2.4432 -0.3905
Cl 2.5393 -1.3017 -0.4056
Cl -1.2829 1.5989 -0.9233
H 1.1312 0.1909 1.3123
H 1.1254 1.6451 0.6215
H 1.8340 0.7706 -1.5005
H 0.6062 -0.5833 -1.2375
H -1.0351 1.3517 1.2715
H -1.7494 -0.7916 1.3564

Cartesian forces (eV/Å) of the 6 atoms listed first:
-1.8947 -4.5310 -0.8851
1.4178 3.7306 1.3749
0.4560 -0.0469 -1.0923
0.2345 0.7620 -0.5860
-2.2919 -2.8051 2.0732
0.3871 1.1819 1.0728

Its lowest unoccupied orbital energy is 0.522 eV. The calculation puts the energy above the lowest of the compared OMol25 structures with the same formula, charge and spin at 49.6 kcal per mole. The value obtained for the molar mass is 158.0 u. The spin multiplicity is 1. The HOMO energy is -9.257 eV.


[3]
This record from the Open Molecules 2025 dataset describes CHBr3 as an isolated structure at a distorted geometry. The level of theory is ωB97M-V with the def2-TZVPD basis set.

CARTESIAN COORDINATES (ANGSTROEM)
C 0.0961 -0.0755 -0.0439
Br -0.0382 1.7802 0.5645
Br -1.4305 -0.1926 -1.3469
Br 0.3740 -1.3835 1.4790
H 0.9986 -0.1286 -0.6526

Forces on the atoms, in the same order (eV/Å):
-0.2818 0.5386 -0.0655
0.3673 -0.6206 0.3302
0.9029 -0.8318 1.0277
-0.6872 1.1005 -1.5424
-0.3012 -0.1867 0.2501

Its lowest unoccupied orbital energy is -0.723 eV. The calculation puts the energy above the lowest of the compared OMol25 structures with the same formula, charge and spin at 9.4 kcal per mole. The value obtained for the molar mass is 252.7 u. The spin multiplicity is 1. The HOMO energy is -10.284 eV.


[4]
This record from the Open Molecules 2025 dataset describes C47H57FN8O2PS2Yb as an isolated structure at a distorted geometry. The level of theory is ωB97M-V with the def2-TZVPD basis set.

CARTESIAN COORDINATES (ANGSTROEM)
Yb -0.1905 -0.7723 1.1616
N -1.0345 -2.7136 -0.2706
C -0.8908 -4.1723 -0.1034
C 0.5832 -4.5566 0.0523
C 0.9746 -4.8854 1.4943
C 0.7180 -3.7673 2.4980
N 1.3959 -2.5122 2.0896
H -2.0278 -2.5001 -0.2337
H -0.7234 -2.4670 -1.2065
H -1.3234 -4.6980 -0.9599
H -1.4631 -4.4683 0.7764
H 1.1978 -3.7322 -0.3226
H 0.8078 -5.4302 -0.5613
H 2.0404 -5.1349 1.5182
H 0.4230 -5.7682 1.8240
H 1.0696 -4.1058 3.4760
H -0.3545 -3.5739 2.5906
H 2.2633 -2.7545 1.6183
H 1.6804 -2.0102 2.9285
S -2.8295 -2.4160 2.1576
C -4.4642 -2.1709 1.6689
C -5.4974 -2.8985 2.2903
C -6.8154 -2.7671 1.8985
C -7.8386 -3.5258 2.5504
N -8.6637 -4.1359 3.0668
C -7.1745 -1.8924 0.8506
C -6.1727 -1.1525 0.2350
C -4.8554 -1.2907 0.6348
S -3.6295 -0.2902 -0.1665
C -8.5209 -1.7727 0.4027
N -9.5955 -1.6588 0.0092
H -5.2418 -3.5692 3.0985
H -6.4272 -0.4714 -0.5659
N 5.3481 1.4278 9.9033
C 4.7250 1.1809 8.9697
C 3.9491 0.9047 7.8000
C 3.3076 1.9525 7.1366
C 2.5779 1.6924 5.9934
C 2.4702 0.3951 5.4927
C 3.0984 -0.6437 6.1674
C 3.8359 -0.3948 7.3131
C 1.6839 0.1895 4.2415
C 2.2867 0.6434 3.0584
C 3.5307 1.3249 2.9703
C 3.6765 1.7164 1.6592
C 2.5361 1.2449 0.9872
N 1.7050 0.5851 1.7944
C 0.3666 -0.2273 4.3973
C -0.2675 -0.4823 5.6508
C -1.6153 -0.5028 5.4149
C -1.7741 -0.2726 4.0291
N -0.6104 -0.1570 3.3950
H 3.3901 2.9603 7.5197
H 2.0832 2.5016 5.4724
H 3.0222 -1.6574 5.7946
H 4.3292 -1.2041 7.8339
H 4.2090 1.5129 3.7856
H 4.4923 2.2717 1.2264
H 2.3094 1.3864 -0.0575
H 0.2537 -0.6087 6.5859
H -2.4180 -0.6540 6.1167
H -2.7139 -0.1359 3.5223
F -0.9901 0.4265 -0.1028
O 2.4475 -0.9471 -1.1742
C 1.3126 -0.7827 -0.9806
O -4.1522 1.3497 1.6554
N -3.5145 1.1614 0.6584
C 4.1509 1.8974 -5.1768
C 3.9424 0.4294 -4.8151
C 2.4937 0.1762 -4.3632
C 1.9091 1.3927 -3.6179
C 3.0442 2.1332 -2.9015
C 3.9731 2.7872 -3.9331
P 0.5876 0.9492 -2.3773
C -0.6987 -0.0600 -3.2800
C -0.2563 -1.4760 -3.6801
C -1.4927 -2.3476 -3.9608
C -2.6069 -1.5319 -4.6409
C -2.0069 -0.3790 -5.4403
C -1.3257 0.6337 -4.5026
C -0.3668 2.5541 -2.0868
C -0.5522 3.5181 -3.2810
C 0.1736 4.8475 -3.0845
C -0.3517 5.5772 -1.8431
C -0.5790 4.6109 -0.6622
C 0.1751 3.2979 -0.8563
H 3.4306 2.1781 -5.9503
H 5.1465 2.0418 -5.5983
H 4.6381 0.1561 -4.0179
H 4.1683 -0.2063 -5.6727
H 2.4780 -0.7064 -3.7228
H 1.8789 -0.0353 -5.2410
H 1.4664 2.0822 -4.3433
H 3.5999 1.4203 -2.2863
H 2.6526 2.9027 -2.2349
H 4.9418 2.9779 -3.4667
H 3.5608 3.7534 -4.2337
H -1.4669 -0.1692 -2.5057
H 0.3645 -1.9332 -2.9058
H 0.3528 -1.4298 -4.5817
H -1.8873 -2.7749 -3.0351
H -1.1967 -3.1833 -4.5985
H -3.2875 -1.1210 -3.8897
H -3.1944 -2.1770 -5.2951
H -2.7840 0.1293 -6.0130
H -1.2873 -0.7770 -6.1608
H -2.0667 1.3591 -4.1622
H -0.5614 1.1702 -5.0694
H -1.3482 2.1700 -1.8072
H -1.6201 3.7348 -3.3787
H -0.2377 3.0764 -4.2255
H 0.0205 5.4705 -3.9683
H 1.2501 4.6766 -2.9925
H -1.2904 6.0779 -2.0893
H 0.3609 6.3555 -1.5626
H -1.6420 4.3832 -0.5504
H -0.2503 5.0781 0.2674
H 0.0463 2.6716 0.0243
H 1.2405 3.5150 -0.9597

Cartesian forces (eV/Å) of the 6 atoms listed first:
0.3658 -1.5101 1.5700
0.1135 0.1922 -0.1622
0.2726 -0.1262 -0.0939
-0.0968 -0.0634 0.1531
0.0218 0.2255 -0.0697
-0.0453 -0.2121 -0.0716

Its lowest unoccupied orbital energy is -1.113 eV. The expectation value of S² is 0.751. The value obtained for the molar mass is 1053.2 u. The spin multiplicity is 2. The HOMO energy is -7.534 eV.